{
  "formula": "C52H44CoF2N5O2S3",
  "method": "the ωB97M-V functional and the def2-TZVPD basis",
  "e_above_lowest_kj_mol": 0.0,
  "species": ["Co", "N", "S", "N", "S", "N", "S", "N", "C", "C", "C", "C", "C", "C", "C", "C", "C", "C", "C", "C", "C", "C", "C", "C", "C", "C", "C", "C", "C", "C", "C", "C", "C", "C", "C", "C", "C", "C", "C", "C", "C", "C", "C", "C", "H", "H", "H", "H", "H", "H", "H", "H", "H", "H", "H", "H", "H", "H", "H", "H", "H", "H", "H", "H", "H", "H", "H", "H", "H", "H", "H", "H", "H", "H", "C", "C", "O", "O", "H", "H", "H", "F", "C", "F", "H", "N", "C", "C", "C", "C", "C", "C", "C", "C", "C", "C", "C", "C", "C", "H", "H", "H", "H", "H", "H", "H", "H", "H", "H"],
  "coordinates": [[-1.21553, -0.33165, -2.18687], [-1.32297, -0.07114, -0.26657], [-0.94755, -0.40604, 1.07548], [0.53105, 0.13956, 1.66960], [1.82629, -0.67423, 1.52153], [2.18743, -1.50300, 0.28054], [1.92295, -1.01912, -1.30874], [0.62418, -1.14565, -1.91433], [2.70323, 0.59661, -1.32005], [1.83053, 1.67125, -1.26061], [2.35086, 2.95732, -1.29128], [3.72077, 3.15631, -1.35823], [4.58560, 2.06895, -1.39587], [4.07954, 0.77899, -1.38505], [3.12621, -2.11120, -2.05065], [2.83114, -2.47589, -3.35497], [3.69716, -3.32676, -4.02671], [4.83513, -3.80381, -3.39262], [5.11241, -3.44030, -2.08051], [4.25358, -2.59179, -1.39891], [3.08483, 0.52099, 1.91371], [4.37382, 0.03947, 2.10614], [5.38960, 0.93922, 2.37327], [5.11031, 2.30017, 2.43455], [3.81978, 2.76300, 2.23141], [2.78804, 1.87090, 1.97050], [2.00555, -1.86174, 2.83565], [1.79232, -1.39630, 4.12689], [1.88950, -2.28595, 5.18124], [2.19098, -3.62146, 4.93530], [2.39371, -4.06897, 3.63950], [2.30304, -3.18593, 2.57137], [-2.01231, 0.30586, 2.30864], [-1.57426, 1.04520, 3.39299], [-2.51357, 1.52950, 4.29405], [-3.86188, 1.26083, 4.10681], [-4.28611, 0.52314, 3.00851], [-3.36015, 0.04817, 2.09502], [-0.93852, -2.13455, 1.57571], [-0.66047, -3.05692, 0.58178], [-0.64214, -4.40674, 0.90634], [-0.89389, -4.81438, 2.20724], [-1.16396, -3.87640, 3.19786], [-1.19114, -2.52719, 2.88599], [0.76399, 1.50169, -1.21595], [1.67695, 3.80350, -1.28067], [4.11999, 4.16233, -1.39010], [5.65538, 2.22450, -1.45065], [4.75083, -0.06692, -1.44117], [1.91654, -2.11193, -3.80841], [3.47495, -3.62364, -5.04289], [5.50604, -4.47066, -3.91856], [5.99396, -3.82534, -1.58468], [4.44518, -2.31510, -0.37110], [4.57435, -1.02410, 2.05361], [6.39824, 0.58181, 2.53186], [5.90765, 3.00262, 2.63938], [3.60916, 3.82354, 2.26916], [1.77386, 2.20605, 1.80068], [1.54612, -0.35513, 4.29798], [1.72624, -1.94141, 6.19362], [2.26210, -4.31631, 5.76193], [2.61398, -5.11138, 3.45138], [2.43762, -3.51208, 1.54958], [-0.51988, 1.24520, 3.52159], [-2.18966, 2.11837, 5.14242], [-4.58841, 1.63666, 4.81593], [-5.33942, 0.32823, 2.85602], [-3.66614, -0.50618, 1.21431], [-0.47204, -2.72734, -0.43022], [-0.44701, -5.13418, 0.12917], [-0.88994, -5.86885, 2.45375], [-1.36568, -4.19677, 4.21198], [-1.41564, -1.79494, 3.65071], [-0.07651, 1.10957, -5.65791], [-0.40964, 0.65796, -4.26207], [-0.17738, 1.38899, -3.27173], [-0.95361, -0.47607, -4.10410], [0.67825, 1.89208, -5.63460], [-0.98520, 1.50721, -6.11257], [0.25733, 0.26604, -6.25960], [-3.01587, -2.16687, -1.13327], [-2.21544, -1.93520, -2.23311], [-1.43647, -3.07456, -2.35214], [-2.85755, -1.89089, -3.11245], [-2.87582, 0.48172, -2.53426], [-3.39313, 1.51019, -2.02402], [-2.83985, 2.40292, -0.93859], [-3.60605, 2.63746, 0.20101], [-3.12894, 3.42569, 1.23746], [-1.87788, 4.01720, 1.13705], [-1.12183, 3.81904, -0.01078], [-1.59715, 3.02068, -1.04308], [-4.76136, 1.92348, -2.52158], [-5.62552, 0.95320, -3.02419], [-6.87041, 1.30304, -3.52058], [-7.27040, 2.63432, -3.53392], [-6.41522, 3.60883, -3.04269], [-5.17284, 3.25365, -2.53270], [-4.59063, 2.18927, 0.27477], [-3.73465, 3.57904, 2.12247], [-1.50287, 4.64243, 1.93886], [-0.15663, 4.30416, -0.10242], [-1.01234, 2.86409, -1.94029], [-5.28685, -0.07482, -3.02467], [-7.53358, 0.53568, -3.90126], [-8.24204, 2.90855, -3.92567], [-6.71369, 4.65003, -3.05626], [-4.51261, 4.02129, -2.14738]],
  "forces_ev_per_angstrom": [[-0.0749, -0.0267, -0.0467], [-0.0514, -0.0313, -0.0104], [0.0419, 0.0354, 0.0170], [0.0135, -0.0285, -0.0001], [-0.0163, 0.0169, -0.0164], [0.0181, -0.0026, -0.0008], [-0.0052, -0.0770, 0.0069], [0.0357, 0.0937, 0.0228], [0.0023, -0.0067, -0.0168], [-0.0082, 0.0055, 0.0176], [0.0142, 0.0139, -0.0129], [-0.0038, -0.0063, 0.0028], [0.0073, -0.0027, -0.0079], [-0.0039, 0.0102, 0.0133], [0.0024, 0.0012, 0.0113], [-0.0017, -0.0012, -0.0032], [-0.0016, 0.0001, 0.0027], [0.0000, 0.0062, -0.0028], [-0.0022, -0.0040, 0.0031], [0.0003, 0.0039, -0.0033], [0.0079, -0.0007, 0.0039], [-0.0084, 0.0038, 0.0061], [0.0033, -0.0010, -0.0052], [-0.0037, 0.0011, 0.0009], [0.0033, -0.0025, -0.0011], [-0.0078, -0.0018, 0.0041], [0.0012, 0.0101, 0.0065], [-0.0124, -0.0066, 0.0059], [0.0101, -0.0017, 0.0003], [0.0009, 0.0028, 0.0024], [0.0057, 0.0010, -0.0044], [0.0064, -0.0004, -0.0081], [-0.0028, -0.0037, 0.0076], [0.0040, -0.0050, -0.0021], [0.0042, -0.0009, 0.0015], [-0.0030, 0.0007, 0.0027], [0.0050, -0.0025, 0.0016], [0.0007, -0.0070, 0.0035], [-0.0053, 0.0112, 0.0023], [0.0025, 0.0051, -0.0066], [-0.0035, -0.0004, 0.0065], [0.0038, -0.0037, -0.0010], [-0.0059, -0.0025, 0.0002], [-0.0058, -0.0090, -0.0097], [-0.0004, -0.0028, -0.0015], [-0.0010, -0.0055, 0.0006], [0.0015, -0.0002, 0.0013], [-0.0008, 0.0017, -0.0017], [-0.0002, 0.0011, -0.0019], [0.0002, -0.0003, -0.0004], [-0.0001, 0.0001, 0.0000], [0.0000, 0.0002, 0.0000], [0.0000, -0.0002, -0.0002], [0.0001, -0.0010, 0.0028], [-0.0001, 0.0012, 0.0010], [0.0000, -0.0007, -0.0001], [0.0000, 0.0009, 0.0014], [0.0000, -0.0006, -0.0004], [-0.0009, 0.0010, 0.0004], [-0.0009, -0.0015, -0.0008], [0.0008, 0.0007, -0.0005], [-0.0006, -0.0003, 0.0000], [0.0007, 0.0001, 0.0006], [-0.0001, -0.0013, -0.0011], [-0.0027, -0.0006, -0.0001], [0.0000, 0.0003, 0.0005], [-0.0006, 0.0003, -0.0009], [-0.0001, -0.0003, 0.0001], [0.0003, 0.0008, 0.0007], [0.0004, 0.0011, 0.0008], [0.0002, -0.0001, 0.0006], [-0.0004, -0.0009, -0.0002], [-0.0004, 0.0003, -0.0002], [-0.0006, 0.0037, -0.0002], [-0.0038, -0.0065, -0.0026], [0.0146, -0.0048, 0.0066], [-0.0103, -0.0096, -0.0127], [0.0004, 0.0047, 0.0154], [0.0001, -0.0004, 0.0002], [0.0011, 0.0064, 0.0007], [-0.0031, 0.0007, -0.0002], [0.0029, 0.0013, -0.0035], [0.0052, 0.0260, -0.0117], [0.0025, 0.0031, 0.0033], [0.0008, -0.0020, 0.0031], [0.0332, 0.0030, 0.0520], [-0.0202, -0.0108, -0.0350], [0.0082, -0.0138, 0.0387], [-0.0056, 0.0131, 0.0045], [-0.0056, 0.0059, -0.0090], [0.0092, 0.0033, -0.0163], [0.0112, -0.0028, 0.0146], [-0.0125, -0.0082, -0.0348], [0.0094, 0.0165, -0.0119], [-0.0121, 0.0000, -0.0001], [0.0029, -0.0063, 0.0019], [0.0029, 0.0003, -0.0005], [-0.0077, -0.0007, 0.0030], [0.0128, -0.0059, 0.0035], [-0.0007, 0.0044, -0.0065], [0.0006, 0.0007, -0.0026], [-0.0012, 0.0002, -0.0010], [-0.0050, 0.0002, -0.0038], [0.0059, -0.0022, 0.0054], [0.0003, -0.0011, 0.0014], [0.0005, 0.0005, 0.0006], [-0.0004, -0.0005, -0.0007], [0.0005, -0.0004, 0.0008], [0.0015, 0.0019, 0.0024]]
}